[1]
51
Properties=species:S:1:pos:R:3:forces:R:3:lowdin_charge:R:1 method="wB97M-V/def2-TZVPD" relative_energy_kcal_mol=21.2 largest_force_ev_per_a=2.59 e_homo_ev=-9.61 gap_ev=10.0672 total_charge=0
N 2.942976 -1.785798 2.509662 0.4 -0.7 -0.7 0.153
C 3.697514 -2.808073 1.907643 -0.9 0.8 0.9 -0.648
N 3.600418 -4.059289 2.485376 0.3 0.2 1.4 0.118
O 4.431389 -2.675776 0.942077 0.2 0.4 -0.1 -0.014
H 2.754661 -0.933608 1.960211 0.2 -1.0 0.4 0.106
H 2.166470 -2.120499 3.079369 0.2 0.4 -0.4 0.095
H 4.456173 -4.547296 2.154945 -1.1 -0.1 1.0 0.119
H 3.293742 -4.105178 3.509366 1.0 -0.2 -2.2 0.135
N 4.805032 -0.248373 -0.773452 0.3 -1.9 0.7 0.147
C 3.449315 -0.247472 -1.029738 0.4 -0.7 0.2 -0.643
N 2.808406 -1.439999 -0.929447 -1.2 0.5 -0.4 0.187
O 2.908908 0.812385 -1.364909 -0.3 0.0 0.1 -0.029
H 5.257972 -1.060279 -0.255691 -1.2 1.5 -0.9 0.112
H 5.065640 0.660623 -0.470532 0.6 0.6 0.0 0.086
H 1.792245 -1.529182 -0.900305 0.5 0.6 -0.3 0.084
H 3.261387 -2.266539 -0.629999 0.9 -0.3 0.4 0.062
N 0.145565 0.791404 -1.007344 0.6 0.7 1.2 0.175
C -0.360739 0.150175 -2.074896 -1.1 -0.2 0.1 -0.671
N 0.568441 -0.375377 -2.899326 0.8 0.6 0.8 0.188
O -1.574730 -0.018854 -2.230697 0.2 -0.2 0.1 0.008
H -0.489752 1.261707 -0.379755 -0.1 0.1 -0.3 0.102
H 1.152045 1.004230 -0.931201 -0.5 -0.2 -0.3 0.073
H 0.259429 -0.831396 -3.697483 -0.7 -0.7 -1.5 0.089
H 1.444708 0.105985 -2.946620 0.5 0.0 0.1 0.086
C -2.007392 -3.228004 1.073479 1.2 -0.6 -1.1 -0.065
C -0.808819 -2.851847 0.185365 -0.5 1.3 0.7 -0.257
O 0.080354 -1.898994 0.838371 0.2 -2.0 0.3 -0.099
H -2.649528 -3.857547 0.470151 -0.3 -0.3 0.1 0.077
H -2.524679 -2.355915 1.280193 -1.3 1.8 0.3 0.030
H -1.790925 -3.681500 2.034940 0.5 -0.3 -0.1 0.073
H -1.132547 -2.474230 -0.806502 -0.1 0.0 0.6 0.115
H -0.205595 -3.691910 -0.005536 0.8 -1.2 -0.2 0.085
H -0.068084 -1.021871 0.553695 -0.6 1.5 -0.7 0.015
C -1.466674 4.401531 -1.473465 0.0 -0.6 -1.3 -0.089
C -0.711133 4.768898 -0.249638 0.1 -0.6 0.9 -0.338
O -1.090024 4.111883 0.937216 -2.3 -0.8 0.9 -0.101
H -1.089662 5.006799 -2.295692 -0.4 0.5 -0.1 0.079
H -2.553083 4.441099 -1.405199 -0.1 0.6 0.2 0.079
H -1.304052 3.402564 -1.865291 0.4 -0.5 0.5 0.058
H -0.752164 5.822988 -0.066967 0.1 0.9 -0.1 0.102
H 0.304817 4.436993 -0.242566 1.0 0.3 -1.0 0.108
H -2.077213 4.088721 1.008617 1.2 0.1 0.0 0.094
C -4.898931 1.601277 0.757424 0.0 -1.8 -1.1 -0.089
C -3.434636 1.207812 0.433756 0.0 2.3 0.1 -0.368
O -3.383651 -0.072676 -0.109237 0.3 -0.3 0.3 -0.085
H -4.997271 2.599849 1.151671 0.0 0.3 0.1 0.054
H -5.206177 0.868155 1.500420 -0.4 0.2 0.3 0.062
H -5.590225 1.430509 -0.130905 1.0 0.4 0.9 0.096
H -2.818613 1.377630 1.371652 -0.5 -0.7 -0.7 0.117
H -3.040455 1.997769 -0.255949 -0.1 -0.7 0.0 0.093
H -2.620853 -0.163504 -0.717259 -0.4 0.3 -0.1 0.034



[2]
58
Properties=species:S:1:pos:R:3:forces:R:3:lowdin_charge:R:1 method="wB97M-V/def2-TZVPD" relative_energy_kcal_mol=95.5 largest_force_ev_per_a=8.42 e_homo_ev=-10.57 gap_ev=8.6578 total_charge=+1
Ag 0.965481 0.011857 0.897524 0.1 0.3 0.4 0.750
C -3.050789 -0.973233 -0.174056 0.4 0.7 -0.2 -0.023
C -2.007649 -0.610853 -1.269166 -2.1 0.3 0.0 -0.416
C -2.167819 0.802467 -1.896076 -0.4 0.0 0.6 -0.198
O -3.407879 0.968077 -2.497536 -1.4 -0.1 0.3 -0.194
C -3.507259 0.391177 -3.774636 0.3 0.6 -0.1 -0.091
N -0.724169 -0.772443 -0.732866 2.2 -0.3 0.7 0.018
H -2.921039 -2.011183 0.132394 -0.2 -0.2 -0.4 0.067
H -4.068349 -0.775713 -0.511206 0.0 -0.2 0.0 0.083
H -2.876159 -0.431883 0.755754 0.1 0.4 -0.1 0.054
H -2.119689 -1.409143 -2.002846 -0.5 0.3 -0.8 0.128
H -1.388709 1.120497 -2.588856 0.6 -0.7 -0.4 0.118
H -2.138099 1.624467 -1.180876 0.1 -0.4 0.8 0.117
H -2.765199 0.956347 -4.338576 0.1 -0.6 -0.8 0.088
H -4.489249 0.585017 -4.206166 0.0 0.0 0.3 0.095
H -3.327159 -0.683533 -3.748976 0.1 0.0 -0.2 0.083
H -0.655769 -1.725743 -0.406306 0.2 -0.2 0.4 0.062
H -0.062159 -0.746373 -1.495206 0.4 0.3 -0.1 0.060
C 0.931031 2.786377 -1.273986 0.8 -2.2 0.9 -0.844
O 1.155441 1.703117 -0.820636 1.1 -3.9 1.2 0.000
N 0.115391 3.570507 -0.705676 -3.8 4.1 1.6 0.192
N 1.523151 3.232337 -2.317316 1.5 1.7 -3.6 0.199
H -0.375279 3.277607 0.127124 -0.1 0.0 -0.2 0.066
H -0.085939 4.449967 -1.159676 -0.3 0.0 0.6 0.126
H 1.185421 4.147737 -2.578256 1.2 -0.2 -1.0 0.122
H 2.323441 2.708837 -2.642246 -0.2 0.7 -0.4 0.129
C -1.079769 2.232307 2.475614 1.0 -4.4 1.6 -0.761
O -0.373179 1.375787 3.021494 -0.3 0.8 -0.5 0.015
N -2.335939 2.085237 2.172524 -4.5 -1.6 0.0 0.174
N -0.708659 3.340877 1.940004 3.3 4.6 -1.1 0.131
H -2.812499 1.214197 2.357664 0.0 0.4 0.1 0.115
H -2.830649 2.853677 1.742574 -0.3 -0.7 0.1 0.117
H -1.417159 4.054757 1.847764 0.8 0.3 0.0 0.133
H 0.274391 3.561587 2.010804 -0.2 0.6 0.3 0.143
C 2.325901 -1.502423 -1.924426 1.5 1.6 2.8 -0.716
O 2.576801 -1.153243 -0.754676 -0.3 -0.3 -1.4 -0.027
N 1.701781 -2.595953 -2.259686 -1.8 -2.8 -1.0 0.173
N 2.734071 -0.847723 -3.024346 0.7 2.1 -1.4 0.168
H 1.637301 -2.726853 -3.259096 -0.4 -0.8 0.5 0.115
H 1.349451 -3.288403 -1.614326 0.3 0.3 -0.1 0.125
H 2.931301 0.140837 -2.961506 0.2 -0.3 0.4 0.104
H 2.418821 -1.101563 -3.949696 0.0 -0.1 0.3 0.106
C -0.406939 -2.840213 2.225384 4.1 3.0 -1.3 -0.841
O 0.535461 -2.124113 1.913864 1.1 0.4 -0.1 -0.018
N -0.706289 -3.872663 1.569154 -1.0 -6.5 -5.2 0.180
N -1.181799 -2.659783 3.189684 -4.5 1.8 6.0 0.211
H -0.055709 -4.223953 0.881084 -0.1 0.3 0.1 0.127
H -1.449629 -4.521033 1.786294 0.2 0.2 0.2 0.127
H -2.005929 -3.241803 3.236214 0.2 0.4 0.6 0.128
H -1.000629 -1.975513 3.910144 -0.1 0.0 -0.3 0.146
C 3.693271 -0.369093 2.870954 -0.5 0.3 -0.2 -0.794
O 2.540081 -0.097503 2.701174 -2.5 1.1 -0.1 0.023
N 4.494641 0.045857 3.799344 1.0 2.9 5.1 0.163
N 4.431701 -1.084823 2.107424 1.7 -4.1 -4.5 0.177
H 5.330991 -0.487473 3.989564 -0.3 0.7 0.5 0.115
H 4.079231 0.632757 4.508634 0.4 -0.2 0.2 0.127
H 5.279351 -1.430633 2.534064 -0.2 -0.3 -1.1 0.116
H 3.969261 -1.589393 1.364694 0.3 -0.2 -0.1 0.109



[3]
61
Properties=species:S:1:pos:R:3:forces:R:3:lowdin_charge:R:1 method="wB97M-V/def2-TZVPD" largest_force_ev_per_a=2.59 e_homo_ev=-8.73 gap_ev=8.2135 total_charge=0
Ba 18.793705 -0.732891 5.460106 0.6 -0.8 -0.3 1.942
B 16.639138 -2.126392 4.392706 -0.7 -0.5 -0.4 -0.546
H 17.304205 -1.417704 3.798357 0.9 1.3 -2.0 -0.155
H 17.409145 -2.822678 4.858586 1.3 -1.4 1.2 -0.104
H 16.183440 -1.434829 5.183382 -1.0 1.3 1.8 -0.094
H 15.870214 -2.716562 3.767913 -0.9 -0.4 -0.7 -0.029
N 20.825979 -2.595675 3.463491 -2.1 -0.8 -0.3 -0.573
O 20.865635 -1.421830 3.931729 1.2 1.0 0.2 -0.262
O 19.705897 -3.153273 3.570020 1.2 -0.2 0.1 -0.042
O 21.794898 -3.125190 2.910654 -0.2 0.5 0.7 -0.002
C 21.837855 -7.458964 -1.031358 1.4 0.9 1.0 -0.108
O 20.866344 -6.449337 -0.773777 -0.6 -0.3 -0.2 -0.215
P 20.791735 -5.700109 0.638642 -1.0 0.2 -0.3 0.356
O 19.505129 -5.014032 0.831196 1.1 -0.1 -0.4 -0.211
O 22.143712 -4.883937 0.651176 0.6 0.2 0.1 -0.236
C 22.284648 -3.591553 0.042638 -0.9 -0.2 0.5 -0.085
O 21.117346 -6.830225 1.691977 0.2 -0.2 -0.6 -0.205
C 21.285112 -6.569594 3.066959 0.2 -0.3 1.3 -0.101
H 22.154218 -7.533577 -2.070683 -1.1 -0.1 -0.3 0.085
H 21.526359 -8.382313 -0.551427 0.1 -0.2 -0.4 0.087
H 22.782411 -7.108413 -0.585097 -0.1 -0.4 0.3 0.082
H 23.159160 -3.105448 0.461295 0.1 -0.2 0.0 0.083
H 21.400242 -3.031461 0.344039 0.1 0.3 -0.3 0.080
H 22.345785 -3.684591 -1.039959 0.1 0.0 0.0 0.088
H 20.483256 -7.050993 3.629395 -0.1 0.1 -0.2 0.093
H 21.331598 -5.522891 3.366323 -0.2 0.2 -0.6 0.060
H 22.213093 -7.032297 3.415753 0.1 0.0 -0.3 0.087
C 22.653965 -3.816778 6.123112 -1.1 -0.6 -0.4 -0.054
O 22.445236 -3.519514 7.517265 0.5 0.8 0.9 -0.199
P 21.807955 -2.160461 8.009561 -0.6 -1.5 -0.6 0.394
O 20.658149 -1.736890 7.167751 0.7 0.5 0.7 -0.400
O 21.417972 -2.580168 9.497482 0.5 0.0 -0.5 -0.182
C 20.646989 -1.699720 10.277737 -1.0 1.5 0.8 -0.114
O 22.943801 -1.067342 8.111025 -0.7 0.0 -0.8 -0.213
C 24.150042 -1.153935 8.841702 0.7 0.0 0.9 -0.083
H 22.911855 -2.948541 5.520231 0.1 0.0 0.1 0.087
H 21.705049 -4.241155 5.781307 0.1 0.3 -0.3 0.094
H 23.379118 -4.621100 6.032409 0.3 0.3 0.3 0.095
H 21.204537 -1.203021 11.076577 0.5 -0.3 -0.2 0.091
H 19.799496 -2.174026 10.773426 0.2 -0.6 -0.3 0.096
H 20.196204 -0.877227 9.711364 0.2 -0.2 -0.3 0.081
H 23.917462 -1.121371 9.909773 0.1 0.1 -0.1 0.093
H 24.765235 -0.300100 8.560954 -0.2 0.1 0.1 0.091
H 24.768165 -2.039210 8.674805 -0.5 -0.2 -0.4 0.098
C 23.128841 0.854373 3.979740 -0.3 -0.1 -0.3 -0.066
O 22.481842 2.144765 4.022313 -0.8 0.6 0.9 -0.210
P 21.421493 2.479123 5.175629 2.2 0.2 -1.2 0.421
O 20.442243 1.386895 5.334234 -0.5 0.3 0.7 -0.424
O 20.858427 3.877689 4.681223 0.4 -0.2 0.6 -0.190
C 19.770626 3.883942 3.763078 -0.8 -0.9 -0.9 -0.093
O 22.356867 2.828619 6.448907 -1.5 -0.7 -1.3 -0.193
C 22.057230 2.251135 7.736072 -0.1 1.3 0.4 -0.074
H 24.160724 1.058521 3.709585 0.1 -0.2 0.1 0.092
H 22.629556 0.249957 3.224948 0.1 0.0 0.0 0.080
H 23.027990 0.312266 4.920128 0.2 0.1 0.1 0.080
H 18.855927 3.594840 4.278612 -0.1 0.2 0.0 0.088
H 19.909512 3.171041 2.943637 0.3 -0.2 0.2 0.095
H 19.638873 4.824508 3.234803 0.4 0.4 0.7 0.094
H 21.151629 1.647397 7.754184 0.3 -0.4 -0.3 0.075
H 21.845315 3.110584 8.378686 0.2 -0.2 0.2 0.093
H 22.965350 1.758478 8.068284 -0.3 -0.3 0.1 0.082



[4]
53
Properties=species:S:1:pos:R:3:forces:R:3:lowdin_charge:R:1 method="wB97M-V/def2-TZVPD" relative_energy_kcal_mol=0.0 largest_force_ev_per_a=1.95 e_homo_ev=-8.71 gap_ev=9.2667 total_charge=0
C 12.712573 -5.126856 -0.545367 0.6 -0.7 -0.3 -0.133
O 11.656401 -4.215813 -0.606473 -0.3 0.8 -0.4 -0.191
C 10.364799 -4.716448 -0.916738 0.7 -1.4 -0.6 -0.181
C 9.911851 -4.670670 -2.386982 -0.6 0.4 0.5 -0.444
C 10.914069 -5.234623 -3.374244 0.4 0.3 0.2 -0.064
N 9.546635 -3.312797 -2.739804 0.0 0.6 -0.6 0.054
H 12.613272 -6.009283 -1.188352 -0.5 0.1 0.0 0.080
H 12.889548 -5.499004 0.467754 -0.1 0.1 0.1 0.086
H 13.634307 -4.669045 -0.910365 -0.1 0.4 0.2 0.088
H 10.368657 -5.799757 -0.742445 -0.1 0.0 0.7 0.121
H 9.656377 -4.213173 -0.262720 -0.1 0.0 -0.1 0.110
H 9.052977 -5.361166 -2.380686 -0.2 0.1 -0.1 0.135
H 11.063120 -6.302058 -3.209221 0.1 0.0 0.0 0.079
H 11.860667 -4.697204 -3.275760 0.1 -0.1 0.0 0.078
H 10.594385 -5.081865 -4.405549 -0.2 -0.1 0.0 0.075
H 8.826510 -2.870365 -2.166994 0.1 -0.5 0.3 0.041
H 9.145527 -3.263267 -3.671582 0.3 -0.1 -0.1 0.080
N 3.911862 -3.126796 -2.558782 0.3 0.1 -0.2 0.169
C 4.238181 -4.158767 -1.744278 0.3 -1.4 0.8 -0.666
N 3.495066 -4.238157 -0.597493 0.6 0.2 -0.6 0.162
O 5.108398 -5.015540 -1.930031 -0.2 1.0 -0.4 0.003
H 3.143922 -2.548085 -2.281623 -0.1 0.2 -0.4 0.093
H 4.243818 -3.122126 -3.505196 0.0 0.1 0.0 0.111
H 3.755594 -5.047466 -0.051914 -0.8 0.4 0.4 0.066
H 2.737780 -3.605167 -0.438437 -0.2 -0.3 0.5 0.094
N 11.161491 1.399500 -1.141875 -1.8 0.7 0.2 0.145
C 10.514393 0.190843 -1.224531 0.1 -0.6 -1.6 -0.637
N 11.364713 -0.863635 -1.261814 -0.2 0.5 0.7 0.175
O 9.293348 0.086038 -1.404789 0.7 0.4 1.2 0.007
H 10.511280 2.167107 -1.227195 0.4 0.1 -0.1 0.103
H 12.135277 1.597856 -1.223016 0.3 -0.4 0.1 0.091
H 10.986197 -1.793219 -1.287187 0.2 -0.3 -0.5 0.070
H 12.283261 -0.634075 -1.581621 0.3 -0.7 0.1 0.097
N 3.734679 -7.544739 2.184049 -0.4 -0.2 -1.2 0.137
C 4.246998 -7.308847 0.915379 0.1 0.1 0.3 -0.680
N 5.236935 -6.368607 0.914690 0.7 0.5 -0.5 0.137
O 3.825858 -7.823400 -0.103398 -0.3 0.3 0.5 0.046
H 2.873964 -8.063105 2.168555 0.2 -0.3 0.5 0.097
H 4.265526 -7.378218 3.012463 -0.1 0.0 0.2 0.083
H 5.656332 -6.000819 1.746477 -0.2 0.0 0.2 0.095
H 5.468700 -5.893440 0.047085 0.2 -0.6 -0.2 0.066
C 5.811469 1.012037 -1.220750 -0.2 -0.3 0.9 -0.162
O 5.167794 0.985640 -2.488305 -0.1 1.0 0.1 -0.109
H 6.797316 1.476038 -1.224136 0.4 -0.7 -0.7 0.068
H 5.363468 1.607748 -0.412448 -1.1 0.2 -0.6 0.071
H 5.766285 -0.008443 -0.846018 0.9 0.0 0.2 0.060
H 4.929608 0.080722 -2.688961 0.1 -0.1 0.1 0.055
C 7.059221 -2.740596 0.109485 -0.3 0.3 -1.5 -0.129
O 7.385441 -1.992763 -1.078517 0.0 0.0 0.5 -0.180
H 6.753414 -3.742471 -0.199760 0.7 -0.2 -0.1 0.056
H 7.959935 -2.708073 0.714892 -0.5 -0.4 0.8 0.080
H 6.114519 -2.387592 0.532131 0.4 0.6 0.7 0.071
H 7.982057 -1.257925 -0.819145 -0.3 -0.2 -0.5 0.040